{"formula": "C39H99N3O30P6", "method": "wB97M-V/def2-TZVPD", "symbols": ["C", "C", "O", "P", "O", "O", "C", "C", "O", "C", "C", "H", "H", "H", "H", "H", "H", "H", "H", "H", "H", "H", "H", "H", "H", "H", "C", "C", "O", "P", "O", "O", "C", "C", "O", "C", "C", "H", "H", "H", "H", "H", "H", "H", "H", "H", "H", "H", "H", "H", "H", "H", "C", "C", "O", "P", "O", "O", "C", "C", "O", "C", "C", "H", "H", "H", "H", "H", "H", "H", "H", "H", "H", "H", "H", "H", "H", "H", "C", "C", "O", "P", "O", "O", "C", "C", "O", "C", "C", "H", "H", "H", "H", "H", "H", "H", "H", "H", "H", "H", "H", "H", "H", "H", "C", "C", "O", "P", "O", "O", "C", "C", "O", "C", "C", "H", "H", "H", "H", "H", "H", "H", "H", "H", "H", "H", "H", "H", "H", "H", "C", "C", "O", "P", "O", "O", "C", "C", "O", "C", "C", "H", "H", "H", "H", "H", "H", "H", "H", "H", "H", "H", "H", "H", "H", "H", "C", "N", "O", "O", "H", "H", "H", "C", "N", "O", "O", "H", "H", "H", "C", "N", "O", "O", "H", "H", "H"], "coordinates": [[-0.069, 1.507, -1.007], [0.135, 2.796, -0.304], [-1.110, 3.452, 0.031], [-1.205, 5.079, -0.149], [-0.496, 5.552, -1.388], [-0.627, 5.737, 1.195], [-0.390, 7.118, 1.216], [0.437, 7.578, 2.480], [-2.800, 5.359, -0.121], [-3.526, 5.231, 1.078], [-5.059, 5.259, 0.932], [-0.720, 1.458, -1.880], [0.870, 1.244, -1.493], [-0.412, 0.644, -0.436], [0.678, 2.734, 0.639], [0.667, 3.434, -1.009], [0.329, 7.418, 0.453], [-1.351, 7.630, 1.178], [1.459, 7.204, 2.417], [0.411, 8.667, 2.496], [-0.082, 7.162, 3.343], [-3.265, 4.240, 1.449], [-3.282, 6.013, 1.798], [-5.648, 5.576, 1.793], [-5.379, 5.695, -0.014], [-5.340, 4.273, 0.561], [-2.659, 1.050, 1.092], [-4.203, 0.674, 1.270], [-5.083, 1.504, 0.515], [-5.668, 0.916, -0.920], [-6.187, -0.513, -0.976], [-6.811, 2.004, -1.241], [-7.973, 1.829, -0.499], [-8.840, 3.111, -0.752], [-4.443, 1.284, -1.947], [-3.871, 2.590, -1.961], [-4.088, 3.215, -3.318], [-1.991, 0.213, 1.292], [-2.573, 1.357, 0.050], [-2.323, 1.918, 1.661], [-4.409, -0.375, 1.058], [-4.566, 0.740, 2.295], [-8.446, 0.885, -0.769], [-7.882, 1.724, 0.582], [-8.422, 4.089, -0.512], [-9.052, 3.103, -1.821], [-9.802, 2.993, -0.253], [-4.340, 3.168, -1.165], [-2.864, 2.586, -1.545], [-3.151, 3.761, -3.426], [-4.159, 2.602, -4.216], [-4.955, 3.847, -3.128], [-1.487, -0.570, -3.897], [-2.586, -1.162, -3.070], [-1.925, -2.416, -2.700], [-2.680, -3.933, -2.591], [-3.677, -4.263, -3.728], [-1.379, -4.869, -2.489], [-0.487, -5.193, -3.526], [-0.117, -6.661, -3.591], [-3.225, -3.886, -1.041], [-4.298, -3.083, -0.824], [-5.191, -3.452, 0.323], [-1.988, 0.249, -4.412], [-0.667, -0.276, -3.242], [-1.063, -1.193, -4.685], [-2.940, -0.449, -2.325], [-3.385, -1.412, -3.767], [-1.125, -4.812, -4.323], [0.356, -4.516, -3.388], [0.547, -6.766, -4.449], [0.470, -6.993, -2.735], [-1.017, -7.275, -3.609], [-3.935, -2.066, -0.676], [-5.007, -3.014, -1.649], [-4.588, -3.478, 1.230], [-5.976, -2.725, 0.534], [-5.591, -4.447, 0.130], [-1.042, 5.510, -5.641], [0.315, 5.323, -4.826], [1.052, 4.478, -5.604], [1.105, 2.855, -5.135], [-0.223, 2.279, -4.760], [1.911, 2.162, -6.370], [1.237, 1.313, -7.313], [1.417, -0.111, -6.849], [2.213, 2.864, -3.936], [2.754, 1.630, -3.604], [3.587, 1.903, -2.346], [-0.906, 5.955, -6.627], [-1.463, 4.514, -5.771], [-1.826, 5.950, -5.025], [0.876, 6.257, -4.860], [0.175, 5.130, -3.763], [0.194, 1.593, -7.464], [1.657, 1.304, -8.318], [0.702, -0.704, -7.420], [2.314, -0.567, -7.268], [1.158, -0.250, -5.800], [1.920, 0.983, -3.333], [3.212, 1.126, -4.455], [4.639, 1.830, -2.621], [3.557, 2.923, -1.963], [3.513, 1.255, -1.473], [-2.533, 0.895, 8.469], [-1.964, 0.446, 7.081], [-0.707, 0.915, 6.771], [0.673, 0.203, 7.204], [0.628, -1.257, 7.320], [1.047, 1.056, 8.577], [1.000, 2.502, 8.737], [2.189, 2.983, 9.454], [1.744, 0.742, 6.167], [2.366, -0.120, 5.240], [2.101, 0.574, 3.979], [-3.023, 1.868, 8.426], [-3.272, 0.169, 8.806], [-1.706, 0.876, 9.179], [-1.866, -0.640, 7.075], [-2.747, 0.741, 6.383], [0.741, 2.916, 7.762], [0.153, 2.751, 9.375], [2.477, 2.343, 10.287], [3.097, 2.869, 8.863], [2.042, 4.033, 9.707], [3.419, -0.290, 5.462], [1.910, -1.100, 5.104], [1.032, 0.439, 3.810], [2.339, 1.633, 3.881], [2.736, 0.087, 3.239], [8.395, -2.153, 0.912], [7.099, -2.861, 0.630], [6.574, -3.554, 1.812], [5.448, -4.675, 1.518], [4.889, -5.313, 2.723], [4.427, -4.062, 0.444], [3.304, -4.923, 0.169], [3.341, -5.071, -1.355], [6.219, -5.749, 0.569], [6.395, -7.095, 0.962], [5.522, -7.969, 0.065], [9.186, -2.812, 1.271], [8.828, -1.589, 0.086], [8.195, -1.416, 1.689], [6.339, -2.103, 0.444], [7.062, -3.545, -0.218], [3.429, -5.911, 0.613], [2.443, -4.476, 0.665], [3.341, -6.079, -1.768], [2.573, -4.476, -1.848], [4.221, -4.630, -1.824], [7.464, -7.192, 0.777], [6.267, -7.281, 2.029], [4.506, -7.582, -0.018], [5.831, -8.045, -0.977], [5.410, -8.971, 0.477], [2.967, -3.454, 4.490], [1.542, -3.810, 4.180], [0.910, -3.126, 3.391], [1.193, -4.838, 4.708], [2.784, -3.019, 5.472], [3.391, -2.753, 3.771], [3.644, -4.308, 4.492], [3.648, -2.003, -3.784], [2.239, -2.333, -4.139], [2.034, -2.755, -5.272], [1.473, -2.334, -3.245], [4.220, -2.673, -4.426], [4.013, -2.325, -2.809], [3.845, -0.970, -4.072], [0.252, -2.557, 0.104], [1.311, -1.506, 0.394], [1.373, -1.111, 1.521], [1.975, -1.061, -0.525], [-0.720, -2.240, 0.482], [0.513, -3.550, 0.469], [0.254, -2.555, -0.986]], "s2": 0.753, "lumo_energy_ev": [1.70, 1.70], "homo_lumo_gap_ha": [0.0918, 0.2432], "total_charge": -1, "e_tot_ha": -6015.1281, "spin_multiplicity": 2}

***

{"formula": "C3H11N2O2", "method": "wB97M-V/def2-TZVPD", "symbols": ["N", "C", "C", "C", "N", "O", "H", "H", "H", "H", "H", "H", "H", "H", "H", "H", "H", "O"], "coordinates": [[-1.657, -0.392, 1.113], [-0.411, -0.945, 0.359], [-0.705, -1.138, -1.119], [0.714, 0.048, 0.795], [1.937, 0.144, 0.243], [0.399, 0.675, 1.777], [-1.242, 0.497, 1.829], [-2.134, -1.066, 1.599], [-2.232, 0.179, 0.465], [-0.227, -1.976, 0.812], [-1.849, -1.124, -1.267], [-0.222, -2.204, -1.406], [-0.235, -0.385, -1.746], [2.542, 0.869, 0.567], [2.237, -0.252, -0.650], [1.651, 2.473, -1.741], [0.235, 2.422, -0.749], [1.199, 2.177, -0.878]], "s2": 0.751, "lumo_energy_ev": [0.58, 0.36], "homo_lumo_gap_ha": [0.1362, 0.3885], "relative_energy_kcal_mol": 45.2, "total_charge": 0, "e_tot_ha": -380.7340, "spin_multiplicity": 2}

***

{"formula": "C5H10O", "method": "wB97M-V/def2-TZVPD", "symbols": ["C", "C", "C", "C", "C", "O", "H", "H", "H", "H", "H", "H", "H", "H", "H", "H"], "coordinates": [[1.602, -0.946, 0.029], [0.395, -0.074, 0.340], [0.449, 1.441, -0.005], [-0.865, 1.329, -0.823], [-0.785, -0.184, -0.629], [-1.367, -1.120, -1.112], [1.359, -2.004, 0.171], [1.921, -0.811, -1.011], [2.446, -0.693, 0.678], [0.049, -0.246, 1.368], [0.415, 2.120, 0.850], [1.315, 1.697, -0.624], [-1.743, 1.764, -0.334], [-0.844, 1.664, -1.865], [-2.244, -1.986, 1.848], [-2.102, -1.953, 1.118]], "lumo_energy_ev": 1.00, "smiles": "C[C@H]1CCC1=O.[H][H]", "homo_lumo_gap_ha": 0.3844, "relative_energy_kcal_mol": 38.6, "total_charge": 0, "e_tot_ha": -271.6911, "spin_multiplicity": 1}